1 | The following is a quantum chemistry calculation of 2 unconnected molecules or ions with the total composition C4H12N2, from OMol25.

The value obtained for the HOMO energy (spin up / spin down) is 1.1741 / -3.9661 eV. The multiplicity is 2. Its expectation value of S² is 0.753. The value obtained for the HOMO-LUMO gap (spin up / spin down) is 2.56 / 7.54 eV. As for the net charge: -1.

Geometry as XYZ:
```
18
Properties=species:S:1:pos:R:3:lowdin_charge:R:1
C 2.0646 0.0824 -0.6599 -0.174
N 0.8931 -0.7250 -0.8647 -0.169
C 0.7840 -1.3870 -2.1710 -0.174
H 2.9485 -0.4297 -1.0387 0.060
H 2.0706 1.0706 -1.1350 0.063
H 2.1948 0.2094 0.4165 0.069
H -0.0042 -0.2632 -0.7507 0.054
H 1.7505 -1.4946 -2.6576 0.058
H 0.0930 -0.8622 -2.8486 0.059
H 0.2999 -2.3619 -2.0424 0.059
C -1.5499 1.5598 0.6079 -0.366
C -1.2560 -0.3427 2.0006 -0.338
N -1.1817 0.9459 1.8174 -0.214
H -0.8147 2.3267 0.3166 0.049
H -2.5277 2.0812 0.6534 0.013
H -1.6189 0.8520 -0.2533 0.030
H -0.9581 -0.7808 2.9537 -0.038
H -1.5814 -1.0980 1.2599 -0.040
```



2 | The following is a quantum chemistry calculation of 2 unconnected molecules or ions with the total composition C4H12N2, from OMol25.

The value obtained for the HOMO energy (spin up / spin down) is 1.3189 / -5.4839 eV. The multiplicity is 2. Its expectation value of S² is 0.750. The value obtained for the HOMO-LUMO gap (spin up / spin down) is 2.55 / 9.48 eV. As for the net charge: -1.

Geometry as XYZ:
```
18
Properties=species:S:1:pos:R:3:lowdin_charge:R:1
C 0.8711 2.0203 -2.3279 -0.418
N -0.5476 1.9575 -2.0012 -0.085
C -0.9364 1.1873 -0.9446 -0.464
N -2.1239 0.7366 -0.8284 0.034
H 1.0279 2.7760 -3.1019 0.024
H 1.4511 2.2975 -1.4513 0.010
H 1.2497 1.0742 -2.7298 0.015
H -1.1752 1.8794 -2.7880 0.103
H -0.1188 0.9794 -0.2494 0.082
H -2.2641 0.3333 0.0935 -0.005
C 0.8842 -2.0955 2.5090 -0.279
C -0.2583 -1.7193 1.5792 -0.262
H 1.3634 -3.0282 2.2026 0.047
H 0.5600 -2.2110 3.5449 0.047
H 1.6683 -1.3361 2.4866 0.029
H -1.0609 -2.4595 1.6133 0.051
H -0.6807 -0.7493 1.8438 0.037
H 0.0903 -1.6425 0.5495 0.033
```



Compare the structures above. Which one is the most stable? 2 is.